2 unconnected molecules or ions with the total composition C5H13NO. Source: OMol25; level of theory: ωB97M-V with the def2-TZVPD basis set.

Its spin multiplicity is 1. For the HOMO-LUMO gap, the calculation gives 8.2520 eV. As for the charge: 0. Its energy above the lowest of the compared OMol25 structures with the same formula, charge and spin is 69.6 kcal/mol. For the HOMO energy, the calculation gives -7.349 eV.

```
20
Properties=species:S:1:pos:R:3:mulliken_charge:R:1
C 0.30942 -0.51494 2.00639 -0.787
C -0.02844 -0.06308 0.76147 0.248
C 0.55857 1.13590 0.04774 -0.563
C -0.57601 2.11280 -0.39392 -1.129
N -1.16013 -0.60924 0.10235 -0.260
C -1.05758 -0.87489 -1.33530 -0.941
H -0.37304 -0.75021 2.82473 0.306
H 1.32683 -0.83733 2.20597 0.179
H 1.14167 0.84454 -0.82987 0.383
H 1.01971 1.70872 0.85064 0.350
H -1.31651 2.05122 0.41573 0.312
H -1.19167 1.81404 -1.24233 0.302
H -0.15443 3.10300 -0.49589 0.372
H -1.64224 -1.32464 0.61150 0.288
H -0.31133 -0.21273 -1.74517 0.353
H -0.75900 -1.89952 -1.55018 0.298
H -2.01084 -0.67291 -1.82354 0.290
O 2.21780 -1.69429 -0.46129 -0.641
H 2.38977 -0.97982 0.14603 0.311
H 1.61744 -2.33662 -0.09507 0.328
```

2 unconnected molecules or ions with the total composition C5H13NO. Source: OMol25; level of theory: ωB97M-V with the def2-TZVPD basis set.

Its spin multiplicity is 1. For the HOMO-LUMO gap, the calculation gives 10.3472 eV. As for the charge: 0. Its energy above the lowest of the compared OMol25 structures with the same formula, charge and spin is 41.7 kcal/mol. For the HOMO energy, the calculation gives -9.560 eV.

```
20
Properties=species:S:1:pos:R:3:mulliken_charge:R:1
C 0.85687 1.48755 -0.90344 -0.250
N 0.60365 0.28425 -1.16756 -0.449
C 0.02934 -0.56759 -0.12976 -0.502
C -0.60002 0.00288 1.18992 -0.524
C -2.11133 -0.27925 1.24919 -0.645
C -2.85457 0.27393 0.04420 -1.032
H 1.47409 2.04234 -1.60584 0.286
H 0.68570 1.99661 0.04637 0.197
H -0.72502 -1.19877 -0.60616 0.329
H 0.83553 -1.23861 0.18185 0.343
H -0.47100 1.08359 1.23379 0.352
H -0.10804 -0.52144 2.00052 0.254
H -2.43789 0.18601 2.18791 0.363
H -2.37094 -1.32945 1.41205 0.335
H -3.01613 -0.48212 -0.72151 0.322
H -3.83749 0.65246 0.32746 0.345
H -2.38656 1.16592 -0.37355 0.276
O 5.54931 -1.56309 -1.51441 -0.644
H 6.10688 -0.93703 -1.04413 0.318
H 4.77761 -1.05819 -1.80689 0.324
```

2 unconnected molecules or ions with the total composition C5H13NO. Source: OMol25; level of theory: ωB97M-V with the def2-TZVPD basis set.

Its spin multiplicity is 1. For the HOMO-LUMO gap, the calculation gives 8.6525 eV. As for the charge: 0. Its energy above the lowest of the compared OMol25 structures with the same formula, charge and spin is 66.7 kcal/mol. For the HOMO energy, the calculation gives -7.784 eV.

```
20
Properties=species:S:1:pos:R:3:mulliken_charge:R:1
C -0.43875 -1.36073 -1.50627 -1.005
C -0.46573 0.04026 -0.84557 -0.756
C -0.40268 0.13191 0.68121 -0.428
C 0.62999 -0.21820 1.53441 0.365
C 0.65801 0.05021 3.06633 -1.083
N 1.85024 -0.59332 0.91791 -0.479
H -0.52472 -0.97822 -2.57240 0.323
H 0.43530 -1.91120 -1.28938 0.340
H -1.06576 -1.96642 -0.98137 0.359
H -1.38519 0.72644 -1.05078 0.443
H 0.47928 0.57554 -1.14348 0.335
H -1.24970 0.23222 1.28327 0.302
H -0.39099 0.29944 3.24243 0.256
H 0.93655 -0.86818 3.65127 0.301
H 1.27681 0.93003 3.14069 0.346
H 2.66135 -0.15439 1.28773 0.204
H 1.69255 -0.62587 -0.00604 0.213
O -1.51251 1.69018 -2.90137 -0.582
H -2.18001 1.78805 -3.50159 0.286
H -1.42215 0.72371 -2.85544 0.258
```

2 unconnected molecules or ions with the total composition C5H13NO. Source: OMol25; level of theory: ωB97M-V with the def2-TZVPD basis set.

Its spin multiplicity is 1. For the HOMO-LUMO gap, the calculation gives 10.7113 eV. As for the charge: 0. Its energy above the lowest of the compared OMol25 structures with the same formula, charge and spin is 2.5 kcal/mol. For the HOMO energy, the calculation gives -9.814 eV.

```
20
Properties=species:S:1:pos:R:3:mulliken_charge:R:1
C -1.47236 -2.27287 -0.41795 -1.258
C -0.14642 -1.49507 -0.48024 -0.128
C -0.03130 -0.75380 0.85754 0.598
N 1.10107 -1.05553 1.54911 -0.406
O -0.89983 -0.04326 1.30639 -0.617
H -2.25081 -1.68722 0.04335 0.339
H -1.36728 -3.22299 0.10028 0.309
H -1.78115 -2.56781 -1.42206 0.355
H 0.69114 -2.17453 -0.58376 0.291
H -0.22540 -0.80058 -1.30765 0.129
H 1.29733 -0.76001 2.48849 0.215
H 1.80655 -1.62205 1.11274 0.170
C 0.36653 3.21874 -0.76512 -0.844
C 0.91491 2.17246 -1.72414 -0.728
H -0.24608 3.95588 -1.30047 0.285
H -0.29093 2.77813 -0.01605 0.249
H 1.14821 3.79117 -0.27704 0.286
H 1.59883 2.63577 -2.43536 0.341
H 0.09452 1.73648 -2.30167 0.217
H 1.44611 1.37225 -1.22611 0.196
```

C5H13NO in the gas phase. Source: OMol25; level of theory: ωB97M-V with the def2-TZVPD basis set.

Its spin multiplicity is 1. For the HOMO-LUMO gap, the calculation gives 10.0107 eV. As for the charge: 0. Its energy above the lowest of the compared OMol25 structures with the same formula, charge and spin is 31.5 kcal/mol. For the HOMO energy, the calculation gives -8.938 eV.

```
20
Properties=species:S:1:pos:R:3:mulliken_charge:R:1
C -2.38597 0.71480 0.65867 -1.189
C -1.35081 -0.39266 0.55075 -0.374
N -0.10825 0.14189 -0.01600 -0.021
C 0.58006 0.99697 0.95498 -0.947
C 0.80171 -0.96573 -0.38371 -0.784
C 1.99858 -0.60501 -1.21237 -0.373
O 1.66346 -0.41380 -2.59357 -0.534
H -2.72716 0.99260 -0.33440 0.277
H -2.07954 1.55946 1.26894 0.335
H -3.27482 0.35807 1.19291 0.386
H -1.72705 -1.11193 -0.17365 0.348
H -1.17434 -0.86068 1.52646 0.299
H -0.08556 1.72784 1.39870 0.291
H 1.07686 0.39822 1.73990 0.361
H 1.42087 1.50068 0.47837 0.249
H 1.07471 -1.51580 0.53172 0.428
H 0.13840 -1.57355 -1.01196 0.358
H 2.66671 -1.46352 -1.19659 0.330
H 2.52382 0.27535 -0.83797 0.235
H 0.96833 0.23681 -2.54120 0.325
```

2 unconnected molecules or ions with the total composition C5H13NO. Source: OMol25; level of theory: ωB97M-V with the def2-TZVPD basis set.

Its spin multiplicity is 1. For the HOMO-LUMO gap, the calculation gives 8.6133 eV. As for the charge: 0. Its energy above the lowest of the compared OMol25 structures with the same formula, charge and spin is 37.9 kcal/mol. For the HOMO energy, the calculation gives -7.739 eV.

```
20
Properties=species:S:1:pos:R:3:mulliken_charge:R:1
C -2.92756 -0.33609 -0.81157 -1.228
C -1.98912 -0.40739 0.35662 -0.049
C -1.23946 0.61742 0.79584 -0.389
N -1.14600 1.86259 0.20986 -0.586
H -2.50432 0.23647 -1.63827 0.316
H -3.87144 0.14364 -0.54099 0.278
H -3.19152 -1.33303 -1.16213 0.327
H -2.14099 -1.24075 1.02664 0.358
H -0.68090 0.51510 1.71550 0.474
H -1.53763 1.92613 -0.71872 0.220
H -0.20796 2.23968 0.21354 0.269
C 3.14975 -0.92993 0.23611 -1.162
C 1.69508 -0.49748 0.22124 -0.052
O 1.61453 0.95959 -0.23814 -0.524
H 3.58469 -0.87673 -0.76106 0.344
H 3.73702 -0.27887 0.88161 0.300
H 3.24917 -1.94710 0.61165 0.342
H 1.10278 -1.05859 -0.50917 0.239
H 1.24517 -0.65121 1.20253 0.258
H 2.05871 1.05654 -1.09107 0.265
```

C5H13NO in the gas phase. Source: OMol25; level of theory: ωB97M-V with the def2-TZVPD basis set.

Its spin multiplicity is 1. For the HOMO-LUMO gap, the calculation gives 9.3591 eV. As for the charge: 0. Its energy above the lowest of the compared OMol25 structures with the same formula, charge and spin is 25.4 kcal/mol. For the HOMO energy, the calculation gives -8.404 eV.

```
20
Properties=species:S:1:pos:R:3:mulliken_charge:R:1
C -1.46551 1.93876 0.33258 -0.981
N -1.15305 0.54134 0.11123 -0.318
C 0.04734 -0.00467 0.68553 0.518
C -0.21575 -1.04573 1.78636 -1.489
C 0.99961 -0.52613 -0.38547 0.004
C 1.51097 0.55291 -1.31227 -1.388
O 0.36950 -1.49734 -1.20876 -0.583
H -1.86847 2.38366 -0.57844 0.329
H -0.58073 2.52401 0.56290 0.317
H -2.20323 2.10227 1.12618 0.271
H -1.35358 0.26357 -0.83800 0.320
H 0.58108 0.82592 1.17704 0.247
H -0.07367 -0.59826 2.76991 0.332
H -1.22004 -1.45253 1.76194 0.363
H 0.47958 -1.90327 1.71739 0.314
H 1.88467 -0.95741 0.09772 0.381
H 2.26881 1.19295 -0.87594 0.361
H 0.70652 1.16595 -1.71399 0.277
H 1.97803 0.06456 -2.18487 0.373
H 0.08810 -2.24220 -0.64963 0.352
```

2 unconnected molecules or ions with the total composition C5H13NO. Source: OMol25; level of theory: ωB97M-V with the def2-TZVPD basis set.

Its spin multiplicity is 1. For the HOMO-LUMO gap, the calculation gives 8.0222 eV. As for the charge: 0. Its energy above the lowest of the compared OMol25 structures with the same formula, charge and spin is 54.5 kcal/mol. For the HOMO energy, the calculation gives -7.158 eV.

```
20
Properties=species:S:1:pos:R:3:mulliken_charge:R:1
C -0.86375 -0.48049 2.30783 -1.361
C -0.56986 0.33066 1.05138 0.399
C -1.77079 0.35290 0.07763 -1.450
C 0.47091 1.19130 0.99056 0.620
C 0.44892 2.54289 0.27846 -1.084
N 1.77795 0.77228 1.35626 -0.613
H -1.77048 -1.05997 2.16123 0.361
H -0.79326 0.16221 3.17752 0.327
H -0.12119 -1.25961 2.48417 0.348
H -1.95804 -0.69051 -0.01074 0.358
H -1.46178 0.88039 -0.81553 0.429
H -2.58277 0.78805 0.65200 0.318
H 1.46650 2.88838 0.15497 0.373
H -0.11790 2.28614 -0.61932 0.251
H -0.21318 3.17439 0.86377 0.269
H 1.81717 -0.17807 1.69064 0.238
H 2.41130 0.88133 0.57822 0.216
O 1.64998 -4.26813 -5.60443 -0.638
H 1.34369 -4.20327 -4.68808 0.320
H 0.83659 -4.11087 -6.08654 0.318
```

A molecular structure, C5H13NO. Source: OMol25; level of theory: ωB97M-V with the def2-TZVPD basis set.

Its spin multiplicity is 1. For the HOMO-LUMO gap, the calculation gives 8.7122 eV. As for the charge: 0. Its energy above the lowest of the compared OMol25 structures with the same formula, charge and spin is 124.5 kcal/mol. For the HOMO energy, the calculation gives -7.852 eV.

```
20
Properties=species:S:1:pos:R:3:mulliken_charge:R:1
C 0.54772 -0.26930 0.88073 0.703
C -0.49321 -0.58132 1.94500 -1.471
C 1.59792 -1.36019 0.76687 -1.399
O 1.15991 0.99971 1.11745 -0.552
H 1.63407 0.97356 1.96244 0.325
H 0.23478 -0.02110 -0.83401 0.436
H -1.25435 0.20283 1.97046 0.363
H -1.01271 -1.51396 1.71138 0.327
H -0.03865 -0.65875 2.94210 0.410
H 1.15019 -2.32196 0.50565 0.330
H 2.37892 -1.10223 0.04736 0.349
H 2.11381 -1.50114 1.72749 0.414
N -0.32039 2.00055 -1.98555 -0.482
C -0.63062 0.68268 -1.74233 0.258
C -1.64510 -0.01789 -2.26115 -1.075
H 0.16491 2.47641 -1.23584 0.247
H -1.00936 2.56484 -2.47036 0.225
H -0.37331 0.09000 -0.13706 0.044
H -2.33944 0.37747 -3.00016 0.282
H -1.86511 -1.02020 -1.91048 0.266
```

2 unconnected molecules or ions with the total composition C5H13NO. Source: OMol25; level of theory: ωB97M-V with the def2-TZVPD basis set.

Its spin multiplicity is 1. For the HOMO-LUMO gap, the calculation gives 8.7895 eV. As for the charge: 0. Its energy above the lowest of the compared OMol25 structures with the same formula, charge and spin is 31.1 kcal/mol. For the HOMO energy, the calculation gives -7.968 eV.

```
20
Properties=species:S:1:pos:R:3:mulliken_charge:R:1
C 2.85026 0.24298 0.48491 -1.039
N 1.60661 -0.46398 0.32115 -0.041
C 0.71836 -0.07306 -0.76607 -0.582
C -0.70192 -0.17103 -0.22726 -0.541
C -0.55178 -0.99969 1.09039 -0.641
C 0.82565 -0.56490 1.54776 -0.620
H 2.75477 1.33968 0.41744 0.374
H 3.31162 0.03843 1.44541 0.330
H 3.49105 -0.03909 -0.35329 0.323
H 0.99696 0.92510 -1.12224 0.291
H 0.85171 -0.79705 -1.59003 0.238
H -0.93110 0.85697 0.07391 0.234
H -1.52762 -0.59459 -0.78931 0.369
H -0.70619 -2.05440 0.91883 0.338
H -1.36801 -0.73251 1.76978 0.305
H 1.25614 -1.24964 2.28288 0.343
H 0.80783 0.46477 1.97094 0.322
O -4.29223 1.42174 -2.77101 -0.633
H -4.42023 1.72890 -1.89313 0.310
H -4.97185 0.72137 -2.81105 0.320
```

2 unconnected molecules or ions with the total composition C5H13NO. Source: OMol25; level of theory: ωB97M-V with the def2-TZVPD basis set.

Its spin multiplicity is 1. For the HOMO-LUMO gap, the calculation gives 8.4370 eV. As for the charge: 0. Its energy above the lowest of the compared OMol25 structures with the same formula, charge and spin is 31.2 kcal/mol. For the HOMO energy, the calculation gives -7.582 eV.

```
20
Properties=species:S:1:pos:R:3:mulliken_charge:R:1
C -2.46527 -0.62118 0.56724 -1.172
C -1.01512 -0.97770 0.66130 0.034
C -0.04591 -0.49863 -0.12636 0.107
C -0.27217 0.25713 -1.41088 -1.100
N 1.29567 -0.82067 0.12612 -0.188
C 2.40563 -0.13292 -0.46105 -0.886
H -2.69379 -0.07208 -0.34002 0.327
H -2.76401 0.02311 1.40185 0.254
H -3.06953 -1.52857 0.63448 0.309
H -0.73408 -1.73995 1.39073 0.288
H 0.29745 -0.22417 -2.20997 0.337
H -1.30520 0.16851 -1.72588 0.384
H 0.09393 1.28320 -1.34116 0.209
H 1.40026 -1.46029 0.89301 0.194
H 2.37958 0.95086 -0.32352 0.245
H 2.49872 -0.34801 -1.52891 0.275
H 3.32350 -0.49842 -0.00899 0.352
O 0.19220 2.16376 1.65206 -0.677
H 0.20231 1.29043 1.22520 0.394
H 0.27584 2.78560 0.92471 0.315
```

C5H13NO in the gas phase. Source: OMol25; level of theory: ωB97M-V with the def2-TZVPD basis set.

Its spin multiplicity is 1. For the HOMO-LUMO gap, the calculation gives 9.6142 eV. As for the charge: 0. Its energy above the lowest of the compared OMol25 structures with the same formula, charge and spin is 39.9 kcal/mol. For the HOMO energy, the calculation gives -8.671 eV.

```
20
Properties=species:S:1:pos:R:3:mulliken_charge:R:1
C 0.04588 -1.05838 -1.98756 -1.477
C -0.94586 -0.24720 -1.16281 -0.014
N -1.24303 -0.76396 0.15970 -0.346
C -0.26263 -0.74905 1.19014 -0.160
O 0.65458 -1.79766 1.07227 -0.537
C 0.60351 0.70830 1.42202 -0.320
C 0.72254 1.97593 0.58556 -1.306
H -0.26974 -2.09541 -2.06460 0.361
H 0.09870 -0.63798 -2.98987 0.396
H 1.04855 -1.01757 -1.57210 0.370
H -0.49902 0.78705 -0.98511 0.044
H -1.90089 -0.21719 -1.69483 0.416
H -2.10136 -0.35252 0.50162 0.254
H -0.79578 -0.91935 2.13576 0.340
H 0.80509 -1.96340 0.13592 0.324
H 0.15800 1.03432 2.37060 0.288
H 1.61184 0.43611 1.75344 0.320
H 1.14057 1.75862 -0.39724 0.366
H 1.38744 2.68897 1.07307 0.369
H -0.25839 2.43036 0.45403 0.313
```

| no. | lowest unoccupied orbital energy (eV) |
| --- | --- |
| 1 | 0.9025 |
| 2 | 0.7868 |
| 3 | 0.8685 |
| 4 | 0.8969 |
| 5 | 1.0723 |
| 6 | 0.8739 |
| 7 | 0.9547 |
| 8 | 0.8642 |
| 9 | 0.8604 |
| 10 | 0.8219 |
| 11 | 0.8552 |
| 12 | 0.9433 |